Entry 1:
Molecular formula: C5H6ClNO3
Method: DFT, the ωB97M-V functional and the def2-TZVPD basis

The geometry in XYZ format:
```
16
C5H6ClNO3 the ωB97M-V functional and the def2-TZVPD basis
C 2.71269 -1.66182 0.37185
C 1.57988 -0.63915 0.41978
O 1.71088 0.55012 0.57337
O 0.40491 -1.23041 0.26583
N -0.69947 -0.27776 0.14249
C -0.59423 0.84662 0.62758
O -0.79250 1.89206 1.17010
H 2.55755 -2.35980 1.28227
H 2.38336 -2.25293 -0.43662
H 3.68649 -1.15017 0.53699
C -3.55173 1.47216 0.12693
C -2.89481 0.51426 -0.51088
Cl -3.20753 -1.12255 -0.22289
H -4.17652 1.19604 0.93266
H -3.43122 2.47666 -0.01712
H -2.22050 0.76255 -1.26950
```

Summary:
LUMO = 0.02 eV
energy = -934.6610 a.u.
Kohn-Sham gap = 9.451 eV
energy above the lowest of the compared OMol25 structures with the same formula, charge and spin = 2.399 eV

These are the natural (NBO) partial charges, in e, on atoms 1 to 4:
1 C -0.72
2 C 0.78
3 O -0.57
4 O -0.32

Entry 2:
Molecular formula: C33H25CdN10OSSe
Method: DFT, the ωB97M-V functional and the def2-TZVPD basis

The geometry in XYZ format:
```
72
C33H25CdN10OSSe the ωB97M-V functional and the def2-TZVPD basis
Cd -0.06589 0.10779 -0.01093
O -0.93073 -1.57548 3.71349
C -0.78801 -0.85998 2.72217
N -0.58033 -1.27714 1.47610
C -0.20890 -2.66433 1.36558
C 0.96595 -2.87435 0.45011
C 1.51951 -4.15070 0.33448
C 2.64887 -4.32849 -0.43540
C 3.18988 -3.22997 -1.09456
C 2.55382 -2.01119 -0.95622
N 1.47190 -1.83191 -0.20377
C -0.73197 0.63910 2.90660
C -0.78027 1.14433 4.20440
C -0.51442 2.48613 4.40866
C -0.23499 3.28483 3.30870
C -0.23081 2.70477 2.05125
N -0.46541 1.41313 1.85552
H 0.07123 -3.02727 2.37029
H -1.04718 -3.29874 1.03311
H 1.05821 -4.97755 0.85365
H 3.10858 -5.30108 -0.52019
H 4.08232 -3.32441 -1.69181
H 2.93149 -1.13038 -1.46352
H -0.98131 0.46053 5.01464
H -0.50704 2.89918 5.40598
H -0.01788 4.33531 3.42295
H -0.02037 3.28721 1.16100
C -4.63409 1.55145 1.45830
N -4.38031 0.26233 0.87910
C -5.02684 -0.90791 1.16489
C -4.45635 -1.88512 0.43490
N -3.43414 -1.32497 -0.31597
C -3.39948 0.02012 -0.02301
S -2.49885 1.24701 -0.69257
C -2.56963 -2.03383 -1.15246
C -2.85009 -3.35734 -1.51562
C -1.94477 -4.03278 -2.30968
C -0.80621 -3.37294 -2.75165
C -0.64227 -2.05080 -2.38528
N -1.48603 -1.39982 -1.59349
H -5.50236 1.48349 2.10801
H -4.81532 2.28447 0.67007
H -3.76957 1.88037 2.04010
H -5.85242 -0.96473 1.84381
H -4.70369 -2.92273 0.40790
H -3.74860 -3.85184 -1.19077
H -2.12662 -5.05937 -2.58853
H -0.07146 -3.86551 -3.36607
H 0.20166 -1.47372 -2.74113
Se 5.82584 4.23181 -3.59632
N 4.24201 3.68222 -4.10693
C 3.65432 3.04814 -3.10945
C 2.33930 2.47387 -3.16423
C 1.54131 2.52804 -4.31280
C 0.28369 1.96773 -4.26988
C -0.13460 1.35203 -3.08977
N 0.61266 1.27724 -2.00465
C 1.83034 1.83325 -2.01451
C 2.63236 1.74355 -0.80195
N 2.10151 1.11207 0.25024
C 2.81920 0.96560 1.34598
C 4.12038 1.45156 1.47863
C 4.67891 2.13432 0.41952
C 3.93109 2.29230 -0.75275
C 4.43715 2.96991 -1.91344
N 5.62036 3.54937 -1.99501
H 1.93179 3.00709 -5.19769
H -0.36718 2.00011 -5.12981
H -1.11656 0.90413 -3.01813
H 2.34068 0.42827 2.15585
H 4.67895 1.29374 2.38868
H 5.67678 2.54366 0.45696
```

Summary:
LUMO = -3.16 eV
net charge = +1
energy = -4862.6383 a.u.
Kohn-Sham gap = 7.132 eV
energy above the lowest of the compared OMol25 structures with the same formula, charge and spin = 0.009 eV

These are the natural (NBO) partial charges, in e, on atoms 1 to 4:
1 Cd 1.69
2 O -0.67
3 C 0.59
4 N -0.85

Entry 3:
Molecular formula: C5H7NO
Method: DFT, the ωB97M-V functional and the def2-TZVPD basis

The geometry in XYZ format:
```
14
C5H7NO the ωB97M-V functional and the def2-TZVPD basis
C -1.23239 0.24445 0.57137
C -1.12881 -0.29982 -0.76950
C 0.32749 1.33329 0.36921
O 1.35249 0.60075 0.97535
C 1.56681 -0.66616 0.58269
N 1.02266 -1.39050 -0.31519
C -0.08040 -1.07598 -1.10634
H -1.07094 -0.56336 1.31911
H -2.25834 0.62333 0.77503
H -1.74262 0.17898 -1.52704
H 0.50871 2.37510 0.70905
H 0.46382 1.32617 -0.72150
H 2.38730 -1.06529 1.17914
H -0.11580 -1.62096 -2.04140
```

Summary:
LUMO = 0.95 eV
energy = -324.6099 a.u.
Kohn-Sham gap = 9.353 eV
energy above the lowest of the compared OMol25 structures with the same formula, charge and spin = 3.116 eV

These are the natural (NBO) partial charges, in e, on atoms 1 to 4:
1 C -0.45
2 C -0.26
3 C -0.06
4 O -0.49

Entry 4:
Molecular formula: C23H49IrN2O2P3
Method: DFT, the ωB97M-V functional and the def2-TZVPD basis

The geometry in XYZ format:
```
80
C23H49IrN2O2P3 the ωB97M-V functional and the def2-TZVPD basis
Ir 0.20332 0.02557 -0.91890
P 0.46599 -2.03673 -1.65952
P 2.32185 -0.01338 0.07132
P -2.12945 0.37539 -1.19445
H 1.70518 2.16689 -1.73182
C 0.63280 2.02107 -1.55817
C 0.16071 2.15502 -0.20350
H 0.90338 2.38739 0.56581
C 1.37387 -1.80809 -3.22625
C 1.47929 -3.35440 -0.86652
C -1.04338 -2.98249 -2.03341
C 3.00344 1.43628 0.97150
C 2.43378 -1.25534 1.41366
C 3.67028 -0.36393 -1.13518
C -2.96444 1.96934 -0.79896
C -3.22092 -0.86020 -0.40860
C -2.58329 0.26305 -2.95508
H -0.04052 2.33091 -2.36396
H -0.81674 2.63036 -0.06871
H 1.26270 -2.72439 -3.81612
H 2.43705 -1.63515 -3.04245
H 0.97096 -0.94948 -3.77638
H 1.52709 -4.21342 -1.55148
H 1.00659 -3.69237 0.06427
H 2.50626 -3.02770 -0.66219
H -0.76094 -3.90073 -2.56499
H -1.75122 -2.41410 -2.64563
H -1.52789 -3.27299 -1.09361
H 4.05503 1.25792 1.23684
H 2.43265 1.59082 1.89551
H 2.94700 2.34091 0.35769
H 3.47733 -1.56470 1.56390
H 1.81999 -2.12959 1.18604
H 2.04174 -0.81131 2.33651
H 4.63163 -0.06931 -0.69272
H 3.50897 0.23466 -2.04019
H 3.72146 -1.42233 -1.41158
H -3.99528 1.93151 -1.18183
H -2.45154 2.80857 -1.28588
H -2.99115 2.14087 0.28439
H -4.25802 -0.68504 -0.73139
H -3.14274 -0.76926 0.68089
H -2.91194 -1.86942 -0.69834
H -3.47500 0.86270 -3.18197
H -2.73141 -0.77709 -3.26482
H -1.75276 0.68852 -3.52155
C -0.78573 0.73218 -6.13490
C -0.02709 0.41043 -7.27310
C -0.00032 1.32864 -8.33098
C -0.79067 2.49332 -8.29630
C -1.62463 2.73616 -7.19486
C -1.63806 1.84534 -6.11590
O -0.60037 0.05413 -4.94253
H -0.46851 -0.92592 -5.05797
H 0.55018 -0.51270 -7.29555
H 0.63506 1.13830 -9.19859
H -0.75606 3.20124 -9.12959
H -2.27466 3.61746 -7.17342
H -2.29743 1.99779 -5.26302
C -0.69574 -3.75678 2.47017
N -1.09833 -2.63862 3.29157
C -1.63118 -2.91078 4.60841
C -1.51896 -1.66347 5.44130
C -2.19340 -0.53070 4.71529
N -1.54697 -0.35465 3.43505
C -1.70765 0.91373 2.76635
C -1.11189 -1.41780 2.69252
O -0.70418 -1.30483 1.50296
H 0.35774 -3.65864 2.17122
H -1.30616 -3.82182 1.55578
H -0.81308 -4.66658 3.06828
H -2.68685 -3.22899 4.52657
H -1.05729 -3.74249 5.02893
H -0.46654 -1.42419 5.63478
H -2.00470 -1.82414 6.40074
H -2.09185 0.41182 5.26036
H -3.26528 -0.76097 4.57461
H -2.64742 0.95813 2.19089
H -1.72763 1.69397 3.53418
H -0.87223 1.08162 2.07629
```

Summary:
LUMO (alpha / beta) = -7.61 / -12.74 eV
net charge = +3
2S+1 = 5
energy = -2293.0870 a.u.
Kohn-Sham gap (alpha / beta) = 6.858 / 1.725 eV

These are the Löwdin partial charges, in e, on atoms 1 to 4:
1 Ir 0.96
2 P 0.60
3 P 0.71
4 P 0.73

Entry 5:
Molecular formula: C56H56O24
Method: DFT, the ωB97M-V functional and the def2-TZVPD basis

The geometry in XYZ format:
```
136
C56H56O24 the ωB97M-V functional and the def2-TZVPD basis
O -4.48862 0.25583 3.15512
C -4.05397 -0.86383 3.45465
C -2.64032 -1.08572 3.74074
C -2.18663 -2.31335 4.05325
C -3.15171 -3.45733 3.90843
O -2.65404 -4.48327 3.58151
C -4.59297 -3.22781 3.94905
C -5.03776 -2.01941 3.56129
H -1.95249 -0.20847 3.71850
H -1.18837 -2.50795 4.35859
H -5.27552 -4.07079 3.99084
H -6.05802 -1.91671 3.19078
O -1.41839 5.08454 -3.34733
C -1.05636 5.05429 -2.16123
C -1.45724 6.17699 -1.26324
C -1.01054 6.21375 0.01724
C -0.04395 5.27691 0.57626
O 0.55293 5.39401 1.61687
C 0.32328 4.17754 -0.32260
C -0.18933 4.03282 -1.51667
H -2.18169 6.93346 -1.59515
H -1.12039 7.03836 0.65545
H 0.80431 3.29732 0.10480
H -0.03514 3.13971 -2.15444
O -0.18858 -5.07545 -2.13721
C -1.39189 -5.32343 -1.94670
C -2.24947 -5.81517 -3.03000
C -3.49252 -6.17556 -2.83824
C -4.07675 -6.15117 -1.49290
O -5.20924 -6.32438 -1.26299
C -3.16613 -5.78007 -0.39760
C -1.91793 -5.35028 -0.56049
H -1.75138 -5.72303 -4.02796
H -4.08330 -6.68161 -3.60701
H -3.58520 -5.89725 0.62611
H -1.11580 -5.21328 0.24668
O 1.05089 1.14091 -4.36391
C 0.26353 0.22445 -4.34702
C 0.70608 -1.14967 -4.23282
C -0.17968 -2.14191 -4.27120
C -1.66556 -1.88603 -4.28021
O -2.41628 -2.82233 -4.27002
C -2.11886 -0.44761 -4.33964
C -1.19982 0.54461 -4.37260
H 1.76622 -1.31672 -4.05230
H 0.20598 -3.17297 -4.24375
H -3.17895 -0.26975 -4.48179
H -1.47637 1.57736 -4.45954
O -3.50514 -1.73279 0.57058
C -4.36431 -1.82222 -0.30185
C -3.96956 -2.28715 -1.64630
C -4.90932 -2.65512 -2.48262
C -6.33599 -2.48835 -2.11141
O -7.19563 -2.71725 -2.98862
C -6.70482 -2.01329 -0.78910
C -5.80243 -1.56178 0.03433
H -2.90046 -2.56978 -1.82746
H -4.59720 -3.14887 -3.42377
H -7.76090 -2.07082 -0.56291
H -5.99251 -1.01062 0.95449
O 1.22010 -5.72834 2.13659
C 1.99633 -5.14296 1.41564
C 3.00571 -4.13788 1.97095
C 3.69219 -3.31064 1.20195
C 3.72887 -3.56912 -0.26219
O 4.52506 -3.07090 -1.06182
C 2.71062 -4.57119 -0.85246
C 1.96249 -5.34554 -0.02467
H 2.96427 -4.07712 3.08251
H 4.36061 -2.57397 1.64754
H 2.64998 -4.73992 -1.93204
H 1.31561 -6.18488 -0.30012
O 0.35571 0.21233 -1.36927
C 0.47426 -0.33817 -0.28745
C 1.08931 0.41240 0.77310
C 1.24146 -0.24163 1.94296
C 0.81499 -1.59985 2.10529
O 1.07430 -2.14253 3.20383
C 0.09938 -2.28676 1.04498
C -0.15376 -1.67663 -0.12448
H 1.53308 1.43580 0.68021
H 1.78682 0.19225 2.75381
H -0.20060 -3.25248 1.34674
H -0.69446 -2.19247 -0.94896
O 5.97801 4.59987 -4.48225
C 5.43566 4.20249 -3.51200
C 5.95526 4.38819 -2.14460
C 5.34802 3.83734 -1.11557
C 4.10824 2.99963 -1.22429
O 3.59299 2.50329 -0.23138
C 3.52153 2.91239 -2.57934
C 4.13765 3.42991 -3.63054
H 6.75283 5.12289 -2.19383
H 5.68254 4.01761 -0.09114
H 2.75043 2.11773 -2.76320
H 3.81282 3.42373 -4.65474
O -0.23102 4.93959 6.65309
C 0.20267 4.06507 5.60097
C -0.93766 3.36246 4.90064
O -0.44406 2.46091 3.99074
H -1.15814 4.98724 6.36459
H 0.73262 4.70086 4.80092
H 0.91523 3.32000 6.00497
H -1.58564 4.15443 4.38989
H -1.45803 2.86832 5.70236
H 0.32090 2.87114 3.56507
O 5.02753 3.13501 2.40055
C 4.38174 3.81088 3.40667
C 3.05103 3.17483 3.77934
O 2.11497 3.27291 2.74203
H 4.37148 2.93118 1.70666
H 5.05031 3.69609 4.29769
H 4.26421 4.87963 3.15768
H 2.64013 3.57199 4.72707
H 3.24809 2.15629 3.84419
H 1.86677 4.14827 2.37960
O -2.14859 0.65762 0.63063
C -3.14790 1.72637 0.51287
C -2.96795 2.87591 1.54832
O -1.65340 3.35802 1.65467
H -2.44740 -0.02550 1.22778
H -3.07720 2.06985 -0.51093
H -4.13218 1.35768 0.67335
H -3.28257 2.56106 2.54072
H -3.65541 3.70713 1.26648
H -1.34448 2.98895 2.51918
O 6.09981 -0.10870 -4.82400
C 5.89068 0.05887 -3.38548
C 4.47444 -0.15349 -3.19213
O 4.10522 -1.45952 -3.58112
H 5.77409 -0.98974 -4.82815
H 6.47488 -0.68742 -2.66728
H 6.25235 1.05508 -3.08982
H 3.79594 0.40509 -3.83504
H 4.11467 -0.01042 -2.18012
H 4.49571 -2.13135 -2.96941
```

Summary:
LUMO = -1.80 eV
energy = -3972.8539 a.u.
Kohn-Sham gap = 8.110 eV

These are the Löwdin partial charges, in e, on atoms 1 to 4:
1 O 0.06
2 C -0.37
3 C 0.01
4 C 0.06

Entry 6:
Molecular formula: C28H30FeIN5O4PS2Se
Method: DFT, the ωB97M-V functional and the def2-TZVPD basis

The geometry in XYZ format:
```
73
C28H30FeIN5O4PS2Se the ωB97M-V functional and the def2-TZVPD basis
Fe 1.09735 -0.22879 -0.33377
C 2.34850 -4.16168 1.80468
C 1.64175 -4.28086 0.49008
N 1.58167 -5.44878 -0.09370
C 0.97287 -5.54872 -1.29493
C 0.32831 -4.50606 -1.90230
C -0.36216 -4.73420 -3.21896
O -1.60149 -5.44229 -3.08519
C 0.33457 -3.23979 -1.26542
C -0.56800 -2.20252 -1.69359
N -0.55795 -0.98962 -1.27059
C -1.63843 -0.16052 -1.66650
C -1.64714 0.37921 -2.94958
C -2.63393 1.27032 -3.33870
C -3.63531 1.62507 -2.44761
C -3.67463 1.04157 -1.19088
C -2.69196 0.13902 -0.80408
I -2.97826 -0.93345 0.95959
C 1.08185 -3.08131 -0.07733
O 1.24245 -1.97452 0.55556
H 2.64125 -5.15188 2.14746
H 1.71006 -3.67801 2.54708
H 3.23886 -3.53597 1.70281
H 1.01165 -6.52111 -1.77351
H 0.27091 -5.34322 -3.86507
H -0.53156 -3.78752 -3.73881
H -1.96019 -5.22695 -2.21850
H -1.39117 -2.50092 -2.34662
H -0.83796 0.11316 -3.61599
H -2.61474 1.69041 -4.33692
H -4.40306 2.33199 -2.73475
H -4.48397 1.26801 -0.51007
O -0.54682 0.45442 3.69922
C -0.62658 1.79465 3.62167
C -0.99016 2.48674 4.77998
C -1.06071 3.86462 4.77864
C -0.76599 4.58681 3.62397
C -0.41108 3.90486 2.47652
C -0.34391 2.51064 2.44739
C 0.05568 1.80264 1.20213
O 0.15056 0.52443 1.24265
N 0.31949 2.53025 0.15237
N 0.70675 1.74453 -0.94495
C 0.83607 2.48896 -1.97632
S 0.48804 4.21901 -1.85596
C 0.94802 4.58295 -3.57058
C 0.61020 3.37095 -4.41332
S 1.30395 1.92659 -3.57319
H -0.24518 0.13855 2.81165
H -1.20480 1.90929 5.66981
H -1.34118 4.38412 5.68720
H -0.81265 5.66783 3.62403
H -0.17948 4.43608 1.56268
H 2.01380 4.80409 -3.63419
H 0.38251 5.46178 -3.88256
H 1.07545 3.41511 -5.39849
H -0.46882 3.25578 -4.52572
Se 2.60107 -0.75074 -2.41949
C 3.50025 -2.30413 -2.02750
N 4.07680 -3.28472 -1.81417
C 4.52801 -0.67917 0.51291
P 3.03254 0.31300 0.82595
C 3.68909 2.01561 0.72684
C 2.81748 0.07684 2.62317
H 5.24236 -0.55544 1.32994
H 4.98416 -0.36799 -0.42590
H 4.26144 -1.73077 0.41422
H 4.61475 2.11815 1.29782
H 2.94598 2.71974 1.10224
H 3.88279 2.25482 -0.32040
H 3.77371 0.14442 3.14576
H 2.37831 -0.90917 2.78047
H 2.13194 0.82308 3.02424
```

Summary:
LUMO = 2.00 eV
net charge = -1
energy = -6760.4605 a.u.
Kohn-Sham gap = 6.707 eV
energy above the lowest of the compared OMol25 structures with the same formula, charge and spin = 0.000 eV

These are the Löwdin partial charges, in e, on atoms 1 to 4:
1 Fe 0.13
2 C -0.03
3 C -0.27
4 N 0.11